A structure of composition C7H9IN3. Source: the OMol25 dataset; level of theory: ωB97M-V/def2-TZVPD.

Structure (XYZ):
```
20
Properties=species:S:1:pos:R:3
C 1.85035 3.32637 0.72165
C 1.65111 2.19329 0.33237
C 0.45838 -0.94330 -0.87747
C 1.09729 0.91422 0.07866
C -0.59912 -0.51652 -0.10480
C 2.63646 -0.00777 -1.66379
C -3.02062 -1.97085 1.26891
N 1.48536 -0.00861 -0.78197
N -0.18384 0.64357 0.46211
N -2.69377 -0.68414 0.91097
I -3.89542 0.23598 -0.38723
H 2.10628 4.26952 1.14922
H 0.34356 -1.77200 -1.55389
H 2.30726 -0.54640 -2.48963
H 2.96142 0.97924 -1.66927
H 3.34860 -0.55503 -1.06359
H -3.95414 -1.91684 1.94768
H -3.13669 -2.73980 0.52153
H -2.27720 -2.21043 1.98566
H -0.48529 1.30950 1.21289
```

Molecular weight   262.1 Da
Lowest unoccupied orbital energy (alpha / beta)   -5.181 / -4.736 eV
Largest force on an atom   3.45 eV/Å
DFT total energy   -733.60422 Eh
Multiplicity   1
ΔE to the lowest compared entry with this formula, charge and spin   131.0 kcal per mole
Total charge   +1
E_HOMO (alpha / beta)   -12.5143 / -12.6469 eV
Orbital gap (alpha / beta)   7.333 / 7.911 eV


A structure of composition C48H46BrF12N5O3SnTe. Source: the OMol25 dataset; level of theory: ωB97M-V/def2-TZVPD.

Structure (XYZ):
```
117
Properties=species:S:1:pos:R:3
Sn -2.30561 2.34942 0.28225
C -4.48147 -2.86432 6.37534
C -3.51756 -2.16262 5.48171
C -2.23750 -1.91323 5.82623
C -1.35228 -1.31705 4.90339
C -1.74512 -1.05770 3.64676
N -0.78390 -0.61588 2.73128
C 0.51412 -0.19003 3.15843
C 1.33609 -1.04103 3.95164
C 2.67061 -0.82531 4.22483
C 3.26385 0.33296 3.79436
C 4.70662 0.57466 4.11329
C 2.42295 1.23525 3.16920
C 1.11573 1.02533 2.82211
C 0.45792 2.21068 1.99586
O -0.56253 1.76952 1.17471
C -0.15584 3.18546 3.05721
F -1.08653 4.00299 2.52856
F 0.72577 3.99658 3.64933
F -0.72950 2.42181 4.04517
C 1.41234 2.97821 0.98514
F 2.57954 3.61638 1.40433
F 1.79200 2.14837 0.02930
F 0.68266 3.95818 0.40755
C -3.09825 -1.16857 3.30689
C -3.95360 -1.74830 4.19912
C -3.76745 -0.46829 2.08961
O -2.93797 -0.22022 0.99405
C -4.95027 -1.31161 1.50617
F -5.10503 -1.15407 0.16807
F -4.96942 -2.64912 1.71558
F -6.19299 -0.88212 2.05630
C -4.27758 0.89666 2.58986
F -4.99644 1.47879 1.65057
F -5.03476 0.80844 3.68450
F -3.27226 1.75125 2.93771
H -4.58817 -2.26288 7.34699
H -4.02102 -3.72275 6.71491
H -5.46429 -3.01459 6.02052
H -2.01818 -2.07105 6.85108
H -0.35207 -1.16653 5.15957
H 0.93932 -1.89739 4.33546
H 3.17001 -1.53904 4.90207
H 5.06006 1.23275 3.33700
H 5.25673 -0.40026 4.00817
H 5.01919 0.96509 5.06766
H 2.88530 2.15202 2.79713
H -4.99327 -1.85803 3.95640
C 1.57550 3.75926 -7.04929
C 0.91169 4.65895 -6.01923
C -0.17304 5.51160 -6.55900
C 1.96913 5.64168 -5.49676
C 0.29601 3.87312 -4.86228
C -0.36013 4.53766 -3.85980
C -0.88817 3.86745 -2.76105
Br -2.02829 4.96654 -1.67825
C -0.86384 2.48507 -2.57288
O -1.47088 1.87190 -1.55788
C -0.20436 1.69623 -3.67786
C 0.34293 2.43056 -4.75973
C -0.09499 0.19700 -3.58167
C -1.48278 -0.44552 -3.34612
C 0.45303 -0.50825 -4.91661
C 0.89739 -0.14418 -2.47691
H 2.13264 4.42785 -7.67473
H 0.75016 3.27644 -7.56958
H 2.28240 3.01867 -6.63019
H 0.23374 6.27230 -7.26527
H -0.80302 5.96897 -5.79584
H -0.82639 4.89904 -7.20597
H 2.43774 6.12522 -6.34418
H 2.68677 5.04510 -4.92113
H 1.43771 6.35668 -4.91241
H -0.40269 5.63591 -4.00687
H 0.78980 1.86919 -5.57962
H -2.25941 -0.25652 -4.10023
H -1.94469 -0.18204 -2.36260
H -1.29972 -1.55202 -3.26703
H -0.37803 -0.53098 -5.64663
H 0.71394 -1.50844 -4.61652
H 1.32889 -0.01421 -5.36396
H 0.66695 0.51188 -1.60749
H 1.94249 0.04027 -2.81596
H 0.75771 -1.25461 -2.26194
N 4.70961 0.41059 -2.01590
C 5.46345 -0.63932 -1.53042
N 6.64660 -0.80750 -2.11557
N 5.11036 -1.42395 -0.53844
C 4.02962 -0.99434 0.08987
N 3.09075 -0.69268 0.66302
H 4.99746 0.96136 -2.78973
H 3.73596 0.46139 -1.79724
H 6.83436 -0.22114 -2.89513
H 7.28864 -1.51881 -1.88838
Te -0.92481 -1.25161 0.83585
C 0.62363 -2.77171 1.18768
C 0.82548 -3.50698 2.35483
C 1.78873 -4.49933 2.36364
C 2.41356 -4.89591 1.21649
C 2.17690 -4.23175 0.06465
C 1.25755 -3.19304 0.03796
C -2.18926 -2.92849 0.75631
C -2.68280 -3.14990 -0.53512
C -3.29160 -4.37230 -0.78763
C -3.38150 -5.37946 0.18492
C -2.91609 -5.12789 1.46075
C -2.29993 -3.91390 1.73777
H 0.29406 -3.30533 3.29300
H 1.96897 -5.05148 3.22697
H 3.07203 -5.70668 1.30864
H 2.61019 -4.65373 -0.86317
H 1.09454 -2.75420 -0.94150
H -2.57560 -2.38573 -1.20908
H -3.60635 -4.62467 -1.80078
H -3.73903 -6.32411 -0.13478
H -2.82246 -5.84574 2.32738
H -1.78915 -3.77830 2.70323
```

Molecular weight   1295.1 Da
Lowest unoccupied orbital energy   0.127 eV
Largest force on an atom   3.73 eV/Å
DFT total energy   -6610.88862 Eh
Multiplicity   1
ΔE to the lowest compared entry with this formula, charge and spin   39.8 kcal per mole
Total charge   0
E_HOMO   -7.7490 eV
Orbital gap   7.876 eV


> What is the formula in the second record?

C48H46BrF12N5O3SnTe